The following is a quantum chemistry calculation of a cluster of 2 separate species, CH5O2 in total, from the Open Molecules 2025 dataset.

CARTESIAN COORDINATES (ANGSTROEM)
O: -1.962 -0.756 -0.049
H: -2.198 -0.151 0.659
C: 0.960 0.379 -0.047
O: 0.518 -0.870 -0.443
H: 2.051 0.432 -0.166
H: 0.693 0.614 1.000
H: 0.526 1.211 -0.634
H: -0.587 -0.859 -0.321

Results
E_HOMO = -3.38 eV
total charge = -1
ΔE to the lowest compared entry with this formula, charge and spin = 1.7 kcal per mole
E = -5212.872 eV
largest force on an atom = 0.63 eV/Å
Kohn-Sham gap = 8.071 eV
E_LUMO = 4.6887 eV

***

The following is a quantum chemistry calculation of a structure of composition CH5O2, from the Open Molecules 2025 dataset.

CARTESIAN COORDINATES (ANGSTROEM)
O: -1.444 -0.994 0.274
H: -2.016 -1.040 1.059
C: 0.869 0.457 -0.432
O: 0.465 0.078 0.848
H: 1.852 0.922 -0.502
H: 0.039 1.115 -0.736
H: 0.922 -0.273 -1.266
H: -0.687 -0.265 0.755

Results
2S+1 = 2
E_HOMO (spin up / spin down) = -11.15 / -10.64 eV
ΔE to the lowest compared entry with this formula, charge and spin = 31.5 kcal per mole
E = -5209.437 eV
largest force on an atom = 2.28 eV/Å
<S²> = 0.7570
Kohn-Sham gap (spin up / spin down) = 12.142 / 7.886 eV
E_LUMO (spin up / spin down) = 0.9925 / -2.7522 eV

***

The following is a quantum chemistry calculation of a structure of composition CH5O2Pm, from the Open Molecules 2025 dataset.

CARTESIAN COORDINATES (ANGSTROEM)
O: -0.032 -0.646 0.029
H: -0.624 -1.089 -0.605
C: 1.173 -1.403 0.235
H: 1.996 -0.689 0.332
H: 1.084 -1.997 1.151
H: 1.348 -2.052 -0.629
Pm: -0.557 1.622 0.600
O: -1.721 3.094 -0.493
H: -2.667 3.160 -0.619

Results
2S+1 = 5
E_HOMO (spin up / spin down) = -20.41 / -20.58 eV
total charge = +2
E = -21748.744 eV
largest force on an atom = 5.02 eV/Å
<S²> = 6.0170
Kohn-Sham gap (spin up / spin down) = 8.586 / 10.040 eV
E_LUMO (spin up / spin down) = -11.8283 / -10.5443 eV

***

The following is a quantum chemistry calculation of a cluster of 2 separate species, CH5OPS in total, from the Open Molecules 2025 dataset.

CARTESIAN COORDINATES (ANGSTROEM)
C: 0.425 1.064 -0.708
O: 1.075 1.650 1.887
P: 0.273 1.878 0.712
S: -0.430 -2.633 0.232
H: 0.916 0.000 -0.629
H: -0.485 -2.669 -1.048
H: -0.223 1.313 -1.460
H: -1.217 -3.722 0.322
H: -0.336 3.119 0.691

Results
E_HOMO = -9.42 eV
ΔE to the lowest compared entry with this formula, charge and spin = 54.8 kcal per mole
E = -23287.863 eV
largest force on an atom = 3.74 eV/Å
Kohn-Sham gap = 9.677 eV
E_LUMO = 0.2554 eV

***

The following is a quantum chemistry calculation of a cluster of 2 separate species, CH5OS in total, from the Open Molecules 2025 dataset.

CARTESIAN COORDINATES (ANGSTROEM)
S: 1.234 2.550 0.469
H: 1.707 1.395 0.963
C: -0.458 -1.021 -0.331
O: -0.917 0.206 0.196
H: -0.430 -0.949 -1.424
H: 0.453 -1.404 0.131
H: -1.274 -1.724 -0.146
H: -0.314 0.945 0.142

Results
2S+1 = 2
E_HOMO (spin up / spin down) = -10.19 / -10.14 eV
ΔE to the lowest compared entry with this formula, charge and spin = 18.3 kcal per mole
E = -13998.690 eV
largest force on an atom = 1.10 eV/Å
<S²> = 0.7526
Kohn-Sham gap (spin up / spin down) = 10.982 / 7.173 eV
E_LUMO (spin up / spin down) = 0.7897 / -2.9666 eV

***

The following is a quantum chemistry calculation of a cluster of 2 separate species, CH5P in total, from the Open Molecules 2025 dataset.

CARTESIAN COORDINATES (ANGSTROEM)
H: 1.786 0.786 0.398
H: 2.251 1.301 0.118
C: -0.685 -0.977 0.012
P: -1.711 0.342 -0.031
H: 0.316 -0.967 -0.326
H: -1.104 -1.802 0.380
H: -0.853 1.317 -0.551

Results
SMILES = [H][H].C=P
E_HOMO = -9.92 eV
ΔE to the lowest compared entry with this formula, charge and spin = 39.1 kcal per mole
E = -10404.302 eV
largest force on an atom = 4.29 eV/Å
Kohn-Sham gap = 10.108 eV
E_LUMO = 0.1879 eV